DFT (ωB97M-V with the def2-TZVPD basis set) results for the molecule C6H13NO3S at a distorted geometry.

```
! wB97M-V def2-TZVPD RIJCOSX def2/J DEFGRID3
* xyz 0 1
C -1.956 -0.751 -0.526
C -1.148 -1.896 -1.146
C 1.355 -0.326 -0.565
C -1.435 0.087 1.717
C 2.747 0.131 -1.102
C -0.512 2.068 2.152
N -1.810 -0.841 0.883
O -0.248 -0.014 -2.711
O 1.122 -2.118 -2.541
O -1.107 1.299 1.113
S 0.324 -1.066 -1.897
H -1.536 0.367 -0.775
H -2.980 -0.959 -0.889
H -0.770 -2.539 -0.284
H -1.661 -2.341 -2.117
H 1.328 -1.050 0.191
H 0.671 0.465 -0.227
H 3.553 -0.588 -0.834
H 2.932 1.070 -0.723
H 2.541 0.067 -2.191
H -0.690 1.482 3.081
H -1.194 2.939 2.173
H 0.417 2.271 1.761
H -2.019 -1.681 1.370
*
```

Output
**Energy above the lowest of the compared OMol25 structures with the same formula, charge and spin**: 444.8 kJ/mol
**Frontier orbital gap**: 9.5 eV
**Largest force on an atom**: 0.0761 Eh/bohr
**Calculated total energy**: -914.9324 a.u.
**HOMO level**: -8.909 eV
**E_LUMO**: 0.629 eV


DFT (ωB97M-V with the def2-TZVPD basis set) results for the molecule C6H13NO5 at a distorted geometry.

```
! wB97M-V def2-TZVPD RIJCOSX def2/J DEFGRID3
* xyz 0 1
C -1.066 1.921 0.252
C -1.231 0.569 -0.449
C -2.673 0.410 -0.953
C -0.813 -0.618 0.465
C -1.094 -1.967 -0.196
C 0.670 -0.561 0.844
O 1.479 -0.874 -0.240
O 2.836 -1.029 0.264
O 3.308 0.257 0.687
N 4.452 0.511 0.008
O 4.915 -0.343 -0.744
O 5.005 1.589 0.176
H -1.651 1.956 1.169
H -0.031 2.135 0.512
H -1.420 2.742 -0.369
H -0.556 0.554 -1.322
H -3.366 0.334 -0.115
H -2.992 1.266 -1.548
H -2.800 -0.482 -1.570
H -1.412 -0.541 1.386
H -0.519 -2.057 -1.121
H -0.803 -2.796 0.451
H -2.152 -2.102 -0.421
H 1.002 0.415 1.210
H 0.912 -1.291 1.624
*
```

Output
**Energy above the lowest of the compared OMol25 structures with the same formula, charge and spin**: 858.5 kJ/mol
**Structure (SMILES)**: CC(C)[C@@H](C)COOO[N+](=O)[O-]
**Frontier orbital gap**: 11.1 eV
**Largest force on an atom**: 0.1126 Eh/bohr
**Calculated total energy**: -667.0397 a.u.
**HOMO level**: -11.096 eV
**E_LUMO**: 0.010 eV


DFT (ωB97M-V with the def2-TZVPD basis set) results for a structure of composition C6H13NS at a distorted geometry.

```
! wB97M-V def2-TZVPD RIJCOSX def2/J DEFGRID3
* xyz 0 1
C -2.401 -0.074 -0.523
C -0.258 -0.010 0.350
C -0.560 -1.262 1.234
C 1.211 0.123 0.037
C 2.156 1.252 0.639
C 1.299 -0.137 -1.495
H -2.953 0.749 -0.058
H -2.427 -0.936 0.005
H -3.061 -0.415 -1.400
H -1.129 0.786 -1.461
H -0.572 0.759 1.052
H -0.203 -2.276 0.846
H -1.708 -1.175 1.458
H -0.029 -1.090 2.264
H 1.654 2.241 0.177
H 3.174 1.533 0.210
H 2.412 1.332 1.950
H 2.007 0.505 -2.141
H 0.270 -0.552 -1.984
N -1.105 -0.045 -0.778
S 2.224 -1.306 -0.385
*
```

Output
**Energy above the lowest of the compared OMol25 structures with the same formula, charge and spin**: 484.8 kJ/mol
**Frontier orbital gap**: 9.1 eV
**Largest force on an atom**: 0.1306 Eh/bohr
**Calculated total energy**: -689.1693 a.u.
**HOMO level**: -8.295 eV
**E_LUMO**: 0.790 eV


DFT (ωB97M-V with the def2-TZVPD basis set) results for the molecule C6H13NS at a distorted geometry.

```
! wB97M-V def2-TZVPD RIJCOSX def2/J DEFGRID3
* xyz 0 1
C 0.118 1.233 0.873
C -0.420 0.492 -0.125
S 0.409 0.538 -1.954
N 1.933 1.083 -1.704
C 3.077 0.372 -1.446
C -1.493 -0.574 0.066
C -2.582 -0.048 0.996
C -0.916 -1.856 0.701
H 0.961 1.861 0.787
H -0.303 1.276 1.818
H 2.036 2.103 -1.556
H 2.624 -0.623 -1.362
H 3.862 0.565 -2.170
H 3.421 0.718 -0.483
H -1.863 -0.893 -0.887
H -2.129 0.081 1.887
H -3.305 -0.875 1.210
H -3.063 0.896 0.774
H -0.133 -1.521 1.354
H -0.408 -2.530 0.105
H -1.826 -2.298 1.116
*
```

Output
**Energy above the lowest of the compared OMol25 structures with the same formula, charge and spin**: 256.2 kJ/mol
**Structure (SMILES)**: C=C(SNC)C(C)C
**Frontier orbital gap**: 9.4 eV
**Largest force on an atom**: 0.1008 Eh/bohr
**Calculated total energy**: -689.2564 a.u.
**HOMO level**: -8.488 eV
**E_LUMO**: 0.919 eV


DFT (ωB97M-V with the def2-TZVPD basis set) results for the molecule C6H13NS at a distorted geometry.

```
! wB97M-V def2-TZVPD RIJCOSX def2/J DEFGRID3
* xyz 0 1
C 0.034 -0.203 2.382
C -0.281 0.244 0.967
S -0.465 1.992 0.837
C -1.548 -0.537 0.486
C -0.884 -1.042 -0.839
C 0.491 -0.598 -0.237
C 1.422 0.237 -1.078
N 0.638 1.154 -2.044
H 0.334 -1.219 2.356
H 0.807 0.449 2.865
H -0.850 -0.137 3.079
H -0.151 1.919 -0.513
H -2.401 0.128 0.311
H -1.785 -1.301 1.240
H -1.204 -0.408 -1.717
H -1.024 -2.100 -1.086
H 1.005 -1.454 0.287
H 2.134 -0.363 -1.642
H 2.134 0.764 -0.431
H 0.355 0.544 -2.838
H 1.238 1.929 -2.386
*
```

Output
**Energy above the lowest of the compared OMol25 structures with the same formula, charge and spin**: 141.1 kJ/mol
**Structure (SMILES)**: C[C@]1(S)CC[C@H]1CN
**Frontier orbital gap**: 9.1 eV
**Largest force on an atom**: 0.0581 Eh/bohr
**Calculated total energy**: -689.3002 a.u.
**HOMO level**: -8.294 eV
**E_LUMO**: 0.850 eV


DFT (ωB97M-V with the def2-TZVPD basis set) results for a cluster of 2 separate species, C6H13O in total at a distorted geometry.

```
! wB97M-V def2-TZVPD RIJCOSX def2/J DEFGRID3
* xyz -1 1
C -1.056 2.126 -0.614
C -1.088 0.922 0.275
C -1.907 -0.136 0.130
C -1.908 -1.302 0.999
H -2.008 2.225 -1.155
H -0.969 3.082 -0.059
H -0.210 2.028 -1.269
H -0.396 0.957 1.132
H -2.587 -0.153 -0.737
H -1.048 -1.223 1.724
H -2.797 -1.515 1.582
H -1.681 -2.270 0.496
C 1.598 -0.584 -0.693
O 1.330 0.620 -0.280
C 2.642 -1.313 0.186
H 2.009 -0.665 -1.742
H 0.711 -1.284 -0.642
H 2.899 -2.347 -0.218
H 2.250 -1.384 1.203
H 3.495 -0.694 0.229
*
```

Output
**Energy above the lowest of the compared OMol25 structures with the same formula, charge and spin**: 99.9 kJ/mol
**Frontier orbital gap**: 6.6 eV
**Largest force on an atom**: 0.0588 Eh/bohr
**Calculated total energy**: -311.5940 a.u.
**HOMO level**: -2.455 eV
**E_LUMO**: 4.169 eV


DFT (ωB97M-V with the def2-TZVPD basis set) results for a cluster of 3 separate species, C6H13O2 in total at a distorted geometry.

```
! wB97M-V def2-TZVPD RIJCOSX def2/J DEFGRID3
* xyz -1 1
C 1.725 1.205 0.324
O 2.687 0.230 0.176
C 0.335 0.861 -0.371
C -0.171 -0.386 0.251
C -1.288 -1.053 -0.630
C -3.332 0.707 -1.246
C -2.740 -0.576 -0.956
H 1.391 1.343 1.398
H 2.096 2.209 -0.024
H 0.534 0.774 -1.438
H -0.369 1.728 -0.172
H -0.286 -0.194 1.320
H 0.727 -1.022 0.158
H -1.393 -2.127 -0.310
H -0.927 -0.999 -1.647
H -2.560 0.725 0.202
H -2.662 1.325 -1.717
H -3.329 -1.507 -0.926
H 2.970 -0.488 1.347
H 3.334 -1.843 2.051
O 3.259 -0.911 2.210
*
```

Output
**Energy above the lowest of the compared OMol25 structures with the same formula, charge and spin**: 756.3 kJ/mol
**Frontier orbital gap**: 6.3 eV
**Largest force on an atom**: 0.0835 Eh/bohr
**Calculated total energy**: -386.6714 a.u.
**HOMO level**: -3.616 eV
**E_LUMO**: 2.673 eV


DFT (ωB97M-V with the def2-TZVPD basis set) results for the molecule C6H13O3P at a distorted geometry.

```
! wB97M-V def2-TZVPD RIJCOSX def2/J DEFGRID3
* xyz 0 1
C 0.076 0.393 1.983
C 0.460 0.202 0.700
O 0.937 -0.880 0.091
C 1.105 -2.097 0.761
C 2.453 -2.307 1.485
P 0.497 1.701 -0.300
O 1.743 2.395 -0.379
O -0.178 1.101 -1.963
C -1.472 0.591 -1.939
C -2.563 1.701 -2.028
H -0.397 1.390 2.241
H 0.302 -0.385 2.856
H 0.340 -2.119 1.528
H 1.111 -2.836 -0.087
H 3.263 -2.161 0.744
H 2.414 -1.724 2.408
H 2.505 -3.331 1.899
H -0.772 2.537 0.073
H -1.623 -0.044 -2.864
H -1.577 0.113 -0.895
H -3.114 1.769 -1.144
H -2.107 2.613 -2.373
H -3.402 1.379 -2.796
*
```

Output
**Energy above the lowest of the compared OMol25 structures with the same formula, charge and spin**: 316.9 kJ/mol
**Structure (SMILES)**: C=C(OCC)[P@@H](=O)OCC
**Frontier orbital gap**: 10.5 eV
**Largest force on an atom**: 0.1330 Eh/bohr
**Calculated total energy**: -803.4062 a.u.
**HOMO level**: -9.725 eV
**E_LUMO**: 0.762 eV


DFT (ωB97M-V with the def2-TZVPD basis set) results for a structure of composition C6H13O4Yb at a distorted geometry.

```
! wB97M-V def2-TZVPD RIJCOSX def2/J DEFGRID3
* xyz 0 2
O 3.198 0.184 -1.875
C 2.580 0.990 -1.016
C 2.366 0.602 0.279
O 3.099 -0.504 0.696
C 2.629 -1.148 1.866
Yb 4.302 -1.637 -1.314
H 2.604 2.072 -1.217
H 2.119 1.307 1.076
H 3.373 -1.904 2.143
H 2.522 -0.425 2.688
H 1.662 -1.637 1.671
H 0.145 1.862 -1.650
H -0.373 0.876 0.064
O -0.912 1.994 -1.585
C -3.806 -1.278 0.344
O -3.059 -0.095 0.457
C -2.366 0.229 -0.721
C -1.358 1.328 -0.456
H -4.352 -1.487 1.280
H -4.527 -1.154 -0.474
H -3.152 -2.139 0.115
H -3.074 0.558 -1.504
H -1.832 -0.658 -1.113
H -1.789 2.062 0.245
*
```

Output
**Energy above the lowest of the compared OMol25 structures with the same formula, charge and spin**: 94.3 kJ/mol
**Expectation value of S²**: 0.751
**Frontier orbital gap (spin up / spin down)**: 5.6 / 7.4 eV
**Largest force on an atom**: 0.0779 Eh/bohr
**Calculated total energy**: -1695.9097 a.u.
**HOMO level (spin up / spin down)**: -5.529 / -7.796 eV
**E_LUMO (spin up / spin down)**: 0.089 / -0.394 eV


DFT (ωB97M-V with the def2-TZVPD basis set) results for a cluster of 2 separate species, C6H13O6S in total at a distorted geometry.

```
! wB97M-V def2-TZVPD RIJCOSX def2/J DEFGRID3
* xyz -1 1
C 2.655 -1.019 -0.211
C 1.985 -0.230 -1.390
C 0.843 0.748 -0.948
C -0.536 0.071 -0.819
O -0.911 -0.758 -1.943
S -2.118 -1.769 -1.464
O -1.721 -3.197 -1.363
O -3.345 -1.688 -2.274
O -2.221 -1.243 0.114
C -0.902 -0.714 0.455
O -0.145 -1.850 0.830
H 2.130 -0.926 0.750
H 2.629 -2.096 -0.473
H 3.705 -0.680 -0.121
H 2.785 0.342 -1.903
H 1.583 -0.927 -2.149
H 0.744 1.484 -1.776
H 1.102 1.346 -0.054
H -1.258 0.909 -0.784
H -1.099 -0.147 1.379
H 0.328 -1.579 1.616
C -1.228 2.770 2.481
O -0.500 2.184 1.516
H -1.932 3.579 2.159
H -1.912 2.106 3.073
H -0.660 3.285 3.298
*
```

Output
**Energy above the lowest of the compared OMol25 structures with the same formula, charge and spin**: 309.5 kJ/mol
**Frontier orbital gap**: 6.4 eV
**Largest force on an atom**: 0.0838 Eh/bohr
**Calculated total energy**: -1085.9898 a.u.
**HOMO level**: -3.182 eV
**E_LUMO**: 3.227 eV